## a
12
Properties=species:S:1:pos:R:3 method="wB97M-V/def2-TZVPD" homo_lumo_gap_ev=10.47 e_homo_ha=-0.355 lumo_energy_ev=0.82
C -2.149 -0.731 -0.855
C -0.950 -0.723 -1.143
C 0.615 -0.754 -0.626
C 0.817 -0.013 0.694
C 0.411 1.454 0.761
O 1.108 2.375 0.991
H -3.247 -0.713 -0.670
H 1.189 -0.295 -1.512
H 0.780 -1.889 -0.593
H 0.280 -0.340 1.609
H 1.883 0.105 0.819
H -0.736 1.524 0.527

## b
12
Properties=species:S:1:pos:R:3 method="wB97M-V/def2-TZVPD" homo_lumo_gap_ev=9.76 e_homo_ha=-0.316 lumo_energy_ev=1.16
C 1.438 0.429 -0.313
C 0.469 0.420 0.777
C 0.372 -0.861 -0.003
C -1.072 -0.509 -0.426
O -1.059 0.742 -1.109
C -1.001 0.737 0.318
H 1.156 0.871 -1.259
H 1.926 -0.589 -0.472
H 0.766 0.485 1.815
H 0.645 -1.832 0.437
H -1.890 -1.194 -0.627
H -1.751 1.299 0.863

Quick ranking, most stable first: a, b.